[1]
C41H33BrClN7O4Re as an isolated structure in a non-equilibrium geometry. Source: the Open Molecules 2025 dataset; level of theory: ωB97M-V/def2-TZVPD.

XYZ file:
```
88
Properties=species:S:1:pos:R:3:forces:R:3
O 10.823328 -10.548924 11.195392 -0.4 0.2 -2.5
C 8.563427 -10.432887 13.446056 0.8 1.7 0.2
C 12.096122 -16.762598 14.586454 0.9 0.9 1.2
H 13.813151 -13.940019 11.651836 -0.1 -0.9 -0.6
H 9.070286 -15.326550 10.271693 -0.1 0.6 -0.1
C 12.490440 -14.876081 16.111209 -1.9 -0.1 -1.6
N 13.174291 -10.105783 13.027818 -1.9 2.5 -0.5
H 6.627227 -9.741726 13.909640 0.8 0.1 0.1
H 11.549859 -17.340851 13.882670 -0.8 -0.3 -0.3
C 10.527282 -7.782035 14.955759 0.8 1.0 -0.5
C 14.348521 -10.520177 13.616383 0.5 0.8 0.1
Br 10.079480 -12.819037 5.671537 -0.3 -0.5 -1.6
H 6.620509 -7.023245 14.894178 1.3 -0.4 0.4
C 8.371174 -11.702746 12.676540 -0.3 -2.0 0.5
H 15.198983 -13.868775 17.006045 0.5 0.8 -0.4
C 11.658036 -15.562334 15.175922 1.7 -1.1 0.4
C 15.217100 -9.527306 14.097128 0.6 2.3 0.1
C 11.520282 -12.289386 9.583884 0.8 -1.1 -2.3
C 7.714488 -7.254968 14.964993 0.5 -0.9 -0.6
N 12.180835 -12.664967 12.001093 1.6 -0.7 -1.0
O 11.580151 -11.781032 14.739877 0.5 -0.3 1.5
O 11.806713 -13.772735 16.619602 2.1 0.7 0.4
H 15.281316 -16.725286 15.722871 -0.2 -0.2 0.5
H 17.978427 -11.458349 14.852167 0.3 0.2 0.1
H 15.403637 -7.388538 14.389658 0.5 0.4 -0.5
C 11.876130 -13.986122 7.674345 3.5 -1.0 -0.9
H 12.378012 -12.282943 17.877130 -0.2 0.5 0.7
N 9.779562 -9.905447 13.690651 -0.1 -0.4 1.2
C 13.384018 -17.238698 14.909131 -0.3 1.5 -0.1
H 7.388811 -12.254766 12.923726 1.4 1.0 -0.1
H 8.588376 -10.848322 7.179594 0.2 -0.1 0.6
C 16.488330 -9.872491 14.665049 0.5 0.2 -0.2
N 9.622877 -14.479179 10.085794 0.8 -0.5 -3.3
Re 11.387124 -11.050143 12.964410 -0.9 -3.2 0.6
H 14.521688 -11.890016 7.640154 -0.1 -0.1 0.8
H 13.878420 -13.956561 6.820193 0.1 -1.3 -0.5
C 14.781150 -11.854238 13.711941 2.0 -0.7 1.0
C 12.904991 -11.778263 9.097212 0.8 -0.4 0.2
O 11.974431 -10.274057 16.413141 -0.2 -1.1 -1.5
H 14.265338 -14.314221 18.384220 -0.3 -0.7 -0.8
H 17.160968 -9.102585 15.101045 -0.8 -0.4 -0.5
H 13.298763 -10.975347 9.724707 -0.1 0.1 -0.5
C 9.617261 -8.752377 14.535777 1.0 -1.1 -1.6
H 10.667652 -15.178790 15.040057 -0.4 0.1 -0.1
H 15.444838 -15.439391 17.632492 0.0 0.1 0.4
N 7.643886 -9.616534 13.970159 -0.9 0.1 0.0
H 11.636553 -15.006307 7.312435 -0.2 1.0 0.0
C 16.141035 -12.151532 14.079847 -1.6 0.6 -0.6
H 10.350355 -14.597412 13.106643 -0.6 0.8 0.4
C 14.228258 -16.458912 15.700461 -0.4 -0.5 -0.5
H 13.551877 -6.790318 12.652368 0.1 0.0 0.9
C 13.422360 -13.216605 12.336969 -2.1 1.1 0.8
C 8.299539 -8.517867 14.564435 -4.0 1.4 0.4
C 12.539772 -12.512462 16.849728 -0.7 -1.2 -1.1
C 13.730731 -7.759459 13.128366 -1.3 -0.2 -1.4
C 9.727021 -13.919896 12.483328 -0.1 -1.0 1.0
H 9.344024 -14.659644 7.941348 0.6 -0.3 1.0
H 11.984125 -8.570310 12.070385 0.5 -0.4 1.0
H 8.405020 -5.278288 15.488836 -0.4 -0.3 -0.2
C 11.479545 -13.117399 10.811308 -1.8 -2.0 4.3
C 14.816393 -8.109462 13.845958 1.5 -2.3 2.0
N 14.063486 -12.935882 13.408683 -0.7 -1.3 -2.1
C 10.014009 -12.396810 7.428292 -1.4 3.0 2.0
Cl 13.933161 -18.700934 14.188102 0.2 -0.1 -0.1
C 13.772183 -15.320019 16.379717 -0.3 0.2 0.7
C 14.673873 -14.699696 17.421191 0.3 -0.2 0.3
H 11.564328 -8.025793 15.086634 0.3 0.0 -0.3
C 8.673623 -6.296983 15.212470 -0.7 1.2 -0.1
C 10.061946 -6.484720 15.109901 0.0 -1.3 0.6
C 9.940495 -14.239046 8.785149 -1.9 0.8 3.4
C 10.617164 -11.148217 10.001652 -1.8 1.6 -0.5
C 13.641735 -12.357024 8.095435 -1.6 2.1 1.3
C 16.981902 -11.189402 14.555121 -0.8 2.2 0.6
N 9.597158 -12.549427 13.118700 -0.7 0.1 -1.3
C 10.386524 -13.940678 11.177865 2.4 2.9 -3.5
H 8.361709 -11.597199 11.564661 0.4 0.2 0.8
H 8.867838 -10.007104 9.651385 0.4 -0.1 -0.3
H 10.711249 -5.606056 15.199100 -0.1 -0.7 0.3
H 8.727831 -14.409933 12.364600 0.6 0.5 0.3
C 13.152601 -13.545588 7.473155 -1.9 -0.3 0.4
H 16.560686 -13.126570 13.888478 -0.6 -0.4 0.2
C 9.247800 -11.349987 7.900850 1.8 -0.7 -0.3
C 11.970767 -11.412688 15.950722 0.6 1.1 1.5
H 9.534551 -12.746375 14.118331 0.0 0.4 0.0
H 13.639218 -12.493915 16.699654 -0.6 -0.6 -0.3
C 9.549654 -10.754519 9.230294 0.1 -1.0 0.3
C 12.830264 -8.779636 12.767561 2.4 -1.7 -0.5
C 10.885508 -13.148357 8.407891 -0.3 -0.8 0.4
```
Forces are in eV/Å.

For the HOMO energy (spin up / spin down), the calculation gives -12.2 / -12.2 eV. Its energy above the lowest of the compared OMol25 structures with the same formula, charge and spin is 111.4 kcal/mol. The value obtained for the LUMO energy (spin up / spin down) is -6.955 / -6.962 eV. The net charge is +2. As for the expectation value of S²: 3.782. Its spin multiplicity is 4.

***

[2]
C41H34BrO11PS as an isolated structure in a non-equilibrium geometry. Source: the Open Molecules 2025 dataset; level of theory: ωB97M-V/def2-TZVPD.

XYZ file:
```
89
Properties=species:S:1:pos:R:3:forces:R:3
H 3.110210 -3.509060 -5.878666 0.0 0.0 0.1
C -7.501415 8.806834 2.279123 -0.1 0.1 0.0
C -6.627065 6.660959 1.383059 0.0 0.0 -0.1
C 0.658365 0.675225 0.632634 0.5 -0.5 -1.2
C 7.405612 -4.890037 -4.754876 0.1 0.0 0.0
Br 3.039672 -1.280707 1.808112 -0.1 0.1 -0.2
H 0.725279 -4.071548 0.239220 0.0 0.1 0.2
S -1.853441 0.576756 0.272365 -0.6 -0.2 0.2
C 4.433259 -3.668673 -7.562767 0.0 0.0 0.0
H 4.495512 -4.243983 -1.180712 0.0 0.0 -0.1
O -1.120978 1.906919 -0.239432 -0.1 -0.1 0.1
C 5.775988 -4.544627 -2.872908 0.1 0.0 0.0
C -0.097062 -2.211442 4.561208 0.2 -0.2 -0.1
H -1.357817 3.444992 3.755380 0.1 0.0 0.1
H 2.453414 0.069487 -0.488070 0.0 -0.1 0.1
C -0.361252 -2.840108 -1.196418 0.6 -0.3 -0.3
H -0.539962 -3.391437 -2.121181 -0.3 0.1 0.0
C 0.783294 -0.554241 -1.697752 0.4 -0.5 0.0
O 3.595565 -3.890972 -3.472175 -0.1 0.0 0.0
H 1.455095 -2.491890 -2.292994 0.2 -0.2 0.2
H -7.712378 9.097750 1.259285 0.0 -0.1 0.0
O -6.926602 6.971804 0.249596 0.0 0.0 0.0
H -7.769195 9.930540 5.460958 0.0 0.0 0.0
H -1.192436 -2.142244 -1.092631 -0.1 -0.1 0.2
C -0.302928 -3.888911 -0.066510 -0.3 -0.1 -0.4
H -8.242757 10.622944 3.134195 0.0 0.0 0.0
C 5.482437 -4.535215 -1.514038 0.0 0.0 0.1
O -2.609349 0.775369 1.459901 0.3 0.1 -0.1
C 4.715490 -4.165482 -3.847638 -0.1 0.0 0.1
C -5.973119 5.883315 4.132822 0.0 0.0 0.1
H -5.894750 4.803339 -0.389109 0.0 0.1 0.0
C -6.633601 7.187914 3.840695 0.0 0.0 -0.1
H 7.686948 -4.604216 -7.395075 0.0 0.0 0.1
H -4.719161 2.667499 0.045656 0.0 0.0 0.0
H -0.707800 -4.163185 5.105067 -1.6 0.1 -0.8
H -0.676181 -4.829766 -0.477487 0.1 -0.1 0.2
C -5.619617 5.005670 2.982089 0.0 0.1 0.0
C 0.083977 -4.110037 3.007186 1.9 -0.5 0.8
O -1.004347 -4.386614 2.261753 -0.3 0.1 0.1
C 7.719702 -5.274945 -1.029320 0.0 0.0 0.0
C 5.073481 -4.125101 -5.293709 0.1 0.0 0.0
H 0.723822 2.826970 0.178308 -0.1 -0.3 -0.7
O 2.517617 1.732935 2.092977 0.2 -0.4 -0.4
C -4.955968 3.808451 3.222395 0.0 -0.1 -0.1
O -5.725328 5.551369 5.273247 0.0 0.0 0.0
C -7.528639 9.268276 4.639635 0.0 0.0 0.0
C 5.722772 -3.969646 -7.988434 0.0 0.0 0.0
C -5.628317 4.519500 0.619768 0.1 -0.1 -0.1
C 0.038926 2.085933 0.583381 0.4 0.8 1.4
C -0.354297 2.654300 1.890958 -0.4 -0.4 0.0
C 7.052617 -4.908476 -3.306635 -0.1 0.0 0.0
C -6.947280 8.037880 4.894214 0.0 0.1 0.1
H 6.225053 -4.882765 0.462072 0.0 0.0 0.0
O 1.215353 -4.319319 2.656352 -0.1 0.2 -0.4
C 6.361852 -4.447525 -5.723469 0.0 0.0 0.1
H 3.337267 1.624696 2.591374 0.0 0.2 0.1
C 8.019064 -5.281583 -2.380951 0.1 0.0 0.1
H -1.153417 -2.492053 1.399059 0.3 0.0 0.1
C 0.966984 -2.069973 -1.415783 -0.6 0.4 0.1
H 1.276039 -0.341833 -2.648994 0.0 0.1 0.0
P 1.597063 0.379686 2.230275 -0.6 0.2 0.9
C -6.923415 7.568421 2.529334 0.0 0.0 0.0
C -1.203468 -3.544659 1.106892 -0.1 0.0 -0.3
H -2.234146 -3.728579 0.804700 0.0 0.0 0.1
C 1.434092 0.397492 -0.687547 -0.3 0.5 -0.2
C -4.627539 2.972210 2.167775 -0.1 0.0 0.1
C 6.683496 -4.363103 -7.072391 0.0 0.0 -0.1
H 1.620744 -2.222978 -0.556520 0.1 0.0 0.0
H -4.107183 2.044437 2.351685 0.0 0.1 0.0
O -0.515105 -0.183969 0.679138 0.0 -0.1 0.1
H -6.729732 7.729793 5.907604 0.0 -0.1 0.0
C 6.453935 -4.895226 -0.595536 0.0 0.0 0.0
C -0.858062 3.064962 2.895762 0.0 0.1 -0.1
H 1.527147 1.363102 -1.191410 0.1 0.0 0.0
C -7.798307 9.656204 3.331411 0.0 0.0 0.0
H -0.880132 -1.566527 4.947639 0.4 -0.3 1.5
O 8.509100 -5.219461 -5.134168 0.0 0.0 0.0
H 9.001919 -5.570894 -2.726604 0.0 0.0 -0.1
H 3.682022 -3.369595 -8.281883 0.0 0.0 0.0
O -2.518391 -0.014428 -0.832026 0.5 0.0 -0.2
H 8.474616 -5.562524 -0.309360 0.0 0.0 0.0
C -4.970626 3.326428 0.867301 0.0 0.0 0.0
C -0.297884 -3.525505 4.325114 -0.1 0.4 0.5
H 0.865687 -1.747747 4.363633 -0.5 0.3 -1.5
C -5.948064 5.367395 1.673724 0.0 0.0 0.1
H -0.273171 -0.343209 -1.855883 0.0 0.2 0.1
C 4.108973 -3.745425 -6.219051 0.0 0.0 -0.1
H 5.976675 -3.898465 -9.037888 0.0 0.0 0.0
H -4.697041 3.540230 4.237914 -0.1 0.1 0.0
```
Forces are in eV/Å.

For the HOMO energy, the calculation gives -8.8 eV. The value obtained for the LUMO energy is -1.036 eV.